Formula: C60H63GeKN10O2S3Se
Source: the Open Molecules 2025 dataset
Level of theory: ωB97M-V/def2-TZVPD

Results
M	1243.10	g/mol
strongest force on any atom	2.76	eV Å⁻¹
gap between HOMO and LUMO	4.55	eV
charge	-2
ΔE to the lowest compared entry with this formula, charge and spin	0.380	eV

XYZ file:
```
141
Properties=species:S:1:pos:R:3:forces:R:3
K -0.42532 -0.98401 1.54258 -0.626 -2.084 -1.693
C 4.23164 -4.78814 -3.83028 -0.035 0.149 0.004
C 3.98915 -3.27652 -3.94770 0.125 -0.085 -0.207
C 5.34285 -2.58719 -4.15047 -0.247 -0.097 0.082
C 3.12631 -2.98937 -5.18553 0.054 -0.026 0.179
C 3.26756 -2.80273 -2.69380 -0.386 -0.212 -0.045
C 1.99232 -3.28368 -2.37848 0.451 0.261 0.041
C 1.40694 -2.89024 -1.18307 -0.353 -0.531 -0.452
N 1.94000 -2.02418 -0.35153 0.490 0.721 0.319
C 3.13039 -1.49293 -0.66181 -0.546 -1.125 -0.947
C 3.83174 -1.90883 -1.80288 -0.092 0.300 0.489
C 3.63495 -0.46088 0.23680 0.498 0.987 0.973
C 4.82322 0.24650 -0.00646 -0.412 -0.395 -0.060
C 5.23793 1.23591 0.86562 -0.168 0.181 0.422
C 4.40615 1.50590 1.95888 0.155 -0.275 -0.334
C 3.26243 0.74147 2.14135 0.326 0.599 0.379
N 2.88852 -0.21651 1.32172 0.050 -0.394 -0.753
C 6.53834 2.00607 0.68276 0.178 0.110 -0.030
C 6.21090 3.49368 0.50852 0.005 -0.168 0.023
C 7.33850 1.53966 -0.53597 -0.186 0.051 0.176
C 7.41145 1.80852 1.92919 -0.107 0.001 -0.097
H 4.73716 -5.16018 -4.72221 0.019 -0.033 -0.059
H 3.29262 -5.32326 -3.71303 -0.066 -0.090 0.000
H 4.85235 -5.00312 -2.96203 0.052 -0.061 0.069
H 5.82236 -2.98932 -5.04213 0.019 -0.018 -0.066
H 6.00602 -2.76284 -3.30679 0.118 0.011 0.085
H 5.21499 -1.51524 -4.28637 0.054 0.145 0.009
H 3.66789 -3.27065 -6.08939 0.010 -0.035 -0.055
H 2.88497 -1.92912 -5.24128 -0.042 0.096 -0.043
H 2.19539 -3.54987 -5.15776 -0.118 -0.033 -0.020
H 1.46373 -3.95635 -3.03648 -0.061 -0.134 -0.008
H 0.44900 -3.29312 -0.88445 -0.197 -0.062 -0.071
H 4.82210 -1.52755 -1.97275 0.106 0.095 -0.105
H 5.41541 0.00944 -0.87486 0.009 0.014 -0.055
H 4.63843 2.27971 2.67507 0.031 0.049 0.048
H 2.60490 0.90187 2.98382 -0.111 0.111 0.131
H 5.54383 3.62891 -0.34051 -0.053 0.088 -0.080
H 7.12287 4.06469 0.33542 0.068 0.064 0.003
H 5.71660 3.88448 1.39349 -0.061 0.112 0.071
H 6.79714 1.74414 -1.45558 -0.062 -0.038 -0.191
H 7.55303 0.47586 -0.47759 0.060 -0.157 -0.047
H 8.28717 2.07169 -0.58099 0.070 0.077 0.023
H 6.89818 2.15154 2.82289 -0.015 0.035 0.127
H 8.34481 2.36378 1.83288 0.059 0.044 -0.018
H 7.64466 0.75327 2.05875 0.058 -0.096 0.051
S -2.44626 -2.41270 3.24254 0.469 -0.187 0.677
C -4.02814 -2.30490 2.63637 0.147 0.292 -0.497
S -4.28002 -1.88337 0.99255 -0.297 0.189 0.004
C -5.14176 -2.53732 3.44900 0.468 0.092 -0.292
C -5.01880 -2.87558 4.79396 0.183 -0.339 0.974
N -4.94147 -3.17465 5.90796 -0.066 0.009 0.191
C -6.43856 -2.45053 2.94552 -0.964 -0.003 -0.407
N -7.52602 -2.40394 2.55472 -0.155 0.044 0.039
N -2.74735 1.28283 -1.68989 -0.003 0.119 -0.056
C -2.43650 0.09316 -1.10560 -0.280 0.023 -0.208
N -1.28906 -0.37999 -1.48415 0.597 -0.376 0.286
C -0.78110 0.53271 -2.36675 -0.448 0.672 -0.125
C 0.40833 0.52634 -3.08197 -0.008 0.082 0.047
C 0.64723 1.58823 -3.93054 0.221 -0.020 -0.153
C -0.26481 2.63781 -4.07055 0.001 0.175 -0.103
C -1.45084 2.66673 -3.36214 -0.091 0.139 0.040
C -1.70122 1.60259 -2.51266 0.504 -0.208 -0.199
H -3.56733 1.83497 -1.50270 -0.107 -0.013 0.148
H -3.10807 -0.41672 -0.43935 -0.241 -0.117 0.420
H 1.11617 -0.27853 -2.95405 0.099 -0.156 -0.008
H 1.56230 1.61345 -4.50826 0.054 0.010 -0.006
H -0.03163 3.44953 -4.74817 -0.002 0.023 0.002
H -2.14857 3.48722 -3.45349 -0.035 0.077 -0.061
C -2.29282 -2.66210 -4.09989 -0.020 0.375 -0.144
N -2.22849 -4.01422 -3.63879 0.239 -0.384 0.390
C -2.17877 -4.37607 -2.31187 -0.446 0.171 0.533
Se -2.49315 -3.33138 -0.87684 0.143 -0.356 0.163
N -2.10980 -5.74941 -2.29028 0.263 0.244 -0.066
C -2.12305 -6.24787 -3.56081 0.072 -0.245 -0.609
C -2.07280 -7.53619 -4.05748 -0.042 0.210 0.009
C -2.11016 -7.68970 -5.44037 0.033 -0.199 0.044
C -2.17500 -6.59879 -6.28850 0.013 0.006 -0.185
C -2.21559 -5.29762 -5.79749 -0.049 0.035 0.230
C -2.19664 -5.13322 -4.42369 0.042 -0.638 -0.375
H -2.33012 -2.01612 -3.22412 0.002 0.010 0.009
H -3.18896 -2.50774 -4.70526 0.016 0.009 -0.006
H -1.40629 -2.41377 -4.68766 -0.002 0.011 -0.042
H -2.06298 -6.26391 -1.42632 -0.075 0.146 -0.019
H -2.01152 -8.38845 -3.39885 -0.009 -0.087 0.076
H -2.08880 -8.68566 -5.85684 0.027 -0.093 -0.055
H -2.18925 -6.76181 -7.35628 -0.027 0.003 -0.089
H -2.27642 -4.45209 -6.46269 0.014 0.149 -0.078
C 1.07285 -2.18147 4.76377 -0.064 0.326 0.005
N 1.13648 -3.46808 4.11357 -0.131 0.171 -0.245
C 1.99605 -3.78323 3.14008 0.230 -0.316 0.552
N 2.83526 -2.81532 2.68978 -0.214 0.408 0.036
S 2.16433 -5.36000 2.63385 0.022 -0.733 -0.479
H 0.56055 -2.30513 5.71560 -0.032 0.069 -0.046
H 0.53796 -1.43050 4.17809 -0.003 0.064 0.128
H 2.08739 -1.82123 4.94909 -0.044 0.009 0.033
H 0.40925 -4.13856 4.31249 0.150 -0.029 -0.096
H 2.46591 -1.87392 2.58539 0.101 -0.030 0.026
H 3.38862 -3.10617 1.89714 -0.149 -0.057 0.098
O 0.03146 2.73533 3.28804 0.365 0.347 0.075
C 0.00501 1.72011 2.58103 0.146 0.635 -0.166
O 0.37713 0.57455 2.89906 0.944 0.470 1.407
C -0.53829 1.88568 1.13521 0.109 0.124 0.553
C -0.96406 3.31143 0.90558 -0.442 0.277 0.309
Ge -2.37112 3.80006 2.24833 -0.502 0.389 -0.429
C -2.45606 3.27588 4.16201 0.049 0.227 -0.701
C -2.19530 4.21171 5.15262 0.003 0.223 -0.153
C -2.29822 3.87656 6.49050 0.028 0.122 0.220
C -2.65372 2.59108 6.86121 0.024 -0.018 0.063
C -2.86328 1.63546 5.88188 -0.046 -0.160 0.143
C -2.76340 1.97931 4.54607 -0.138 -0.127 -0.188
C -4.04561 3.15151 1.34396 0.491 0.182 0.285
C -4.86601 4.02712 0.63779 0.136 0.270 0.062
C -5.98585 3.57501 -0.03867 -0.170 0.105 -0.208
C -6.32062 2.23073 -0.01431 -0.029 0.053 -0.040
C -5.52462 1.34635 0.69238 -0.169 -0.191 -0.090
C -4.39483 1.80602 1.34551 0.207 -0.058 0.180
C -2.67330 5.77731 2.10796 0.245 -0.687 0.161
C -3.49206 6.45627 3.00303 -0.019 -0.187 0.137
C -3.80241 7.79087 2.81476 -0.120 0.101 0.090
C -3.31380 8.46394 1.70772 -0.076 0.168 0.003
C -2.51451 7.79831 0.79520 0.015 0.199 -0.120
C -2.19524 6.46971 1.00238 0.169 -0.219 -0.016
H -1.39013 1.21186 1.02839 -0.144 0.046 -0.197
H 0.23756 1.56861 0.43239 -0.001 -0.102 -0.063
H -1.38456 3.43470 -0.09629 -0.109 0.101 0.024
H -0.10172 3.96857 1.01556 -0.051 0.097 0.046
H -1.90486 5.21581 4.87243 0.045 0.077 0.055
H -2.09413 4.62177 7.25025 -0.012 0.043 0.015
H -2.76138 2.33450 7.90748 0.048 -0.034 0.027
H -3.10168 0.61708 6.15547 -0.043 -0.081 -0.040
H -2.92103 1.21100 3.80471 -0.046 -0.180 -0.027
H -4.63406 5.08571 0.62995 -0.031 0.030 -0.067
H -6.60470 4.27869 -0.58297 -0.032 0.041 -0.013
H -7.19967 1.87376 -0.53318 -0.074 -0.026 -0.013
H -5.76936 0.29655 0.74517 0.012 -0.187 0.006
H -3.78110 1.09129 1.87635 -0.052 -0.237 0.019
H -3.89784 5.92107 3.85291 -0.046 0.052 0.041
H -4.43760 8.30218 3.52740 -0.021 0.033 0.008
H -3.56651 9.50320 1.55366 -0.015 0.115 -0.028
H -2.14818 8.31624 -0.08123 0.050 0.036 -0.050
H -1.57249 5.94821 0.28761 0.072 0.009 -0.100
```
Forces are in eV/Å.

=====

Formula: C5H7NO
Source: the Open Molecules 2025 dataset
Level of theory: ωB97M-V/def2-TZVPD

Results
M	97.12	g/mol
strongest force on any atom	2.54	eV Å⁻¹
gap between HOMO and LUMO	10.15	eV
charge	0
structure (SMILES)	C[C@H](C#N)CC=O
ΔE to the lowest compared entry with this formula, charge and spin	1.786	eV

XYZ file:
```
14
Properties=species:S:1:pos:R:3:forces:R:3
C 0.47876 1.80929 0.11777 0.034 0.068 -0.034
C 0.03183 0.43268 0.61082 0.077 0.027 0.110
C -0.85198 -0.36099 -0.38721 0.174 -0.317 -0.005
C -0.46613 -1.87301 -0.62023 0.144 -0.596 -0.253
O -1.22131 -2.58724 -1.22635 0.104 0.241 0.169
C 1.18078 -0.45920 0.86923 0.089 -0.927 -0.256
N 1.71540 -1.48160 0.76189 1.123 1.428 1.148
H 1.17692 2.25263 0.83389 -0.138 0.028 -0.117
H -0.37985 2.47747 -0.00287 0.112 -0.144 0.048
H 0.98683 1.72937 -0.84854 -0.063 -0.026 0.135
H -0.49191 0.54604 1.56685 0.047 -0.009 -0.152
H -1.90631 -0.32517 -0.07583 0.373 -0.203 -0.053
H -0.82412 0.12617 -1.37525 0.163 -0.251 0.242
H 0.57109 -2.28644 -0.22416 -2.239 0.681 -0.984
```
Forces are in eV/Å.

=====

Formula: C6H11NO
Source: the Open Molecules 2025 dataset
Level of theory: ωB97M-V/def2-TZVPD

Results
M	113.16	g/mol
strongest force on any atom	0.93	eV Å⁻¹
gap between HOMO and LUMO	9.97	eV
charge	0
structure (SMILES)	CC(=O)N1CCCC1
ΔE to the lowest compared entry with this formula, charge and spin	0.017	eV

XYZ file:
```
19
Properties=species:S:1:pos:R:3:forces:R:3
C 2.37094 0.96020 0.63425 0.447 -0.404 -0.080
C 1.32869 -0.03912 1.08598 0.103 0.036 0.234
N 0.11836 0.03577 0.48724 -0.468 -0.050 -0.398
C -0.17279 0.75178 -0.77005 0.361 -0.415 -0.023
C -1.54765 0.21492 -1.17384 0.236 -0.010 -0.098
C -1.56995 -1.18253 -0.55474 -0.426 0.165 -0.191
C -0.91820 -0.97639 0.78761 0.737 0.513 0.227
O 1.54457 -0.84161 1.98178 0.158 0.062 0.037
H 3.36612 0.53678 0.79519 -0.229 0.014 0.186
H 2.29973 1.18953 -0.42346 -0.126 0.234 -0.065
H 2.28836 1.86916 1.22686 -0.070 0.093 -0.054
H -0.13873 1.83318 -0.64062 -0.106 0.007 0.029
H 0.58076 0.47866 -1.51498 -0.058 0.073 -0.081
H -2.30109 0.87452 -0.74902 -0.283 -0.165 0.064
H -1.70488 0.14967 -2.25037 0.118 0.297 0.002
H -2.57381 -1.58948 -0.52691 -0.194 -0.084 0.232
H -0.97880 -1.86421 -1.16724 0.157 0.011 0.018
H -1.56723 -0.56456 1.55738 -0.399 -0.063 -0.042
H -0.42440 -1.83627 1.21495 0.042 -0.314 0.004
```
Forces are in eV/Å.

=====

Formula: C7H9IN2O
Source: the Open Molecules 2025 dataset
Level of theory: ωB97M-V/def2-TZVPD

Results
M	264.07	g/mol
strongest force on any atom	0.48	eV Å⁻¹
gap between HOMO and LUMO	10.06	eV
charge	0
structure (SMILES)	N#C[C@H](CCCI)[C@@H](O)C#N
ΔE to the lowest compared entry with this formula, charge and spin	0.000	eV

XYZ file:
```
20
Properties=species:S:1:pos:R:3:forces:R:3
N 1.20310 -2.19414 1.19993 -0.061 -0.202 0.144
C 1.51561 -1.34756 0.49459 0.208 0.197 -0.114
C 1.97535 -0.22544 -0.34398 -0.011 0.009 -0.068
O 3.13416 0.35571 0.20754 0.077 -0.164 0.000
C 0.83287 0.82481 -0.58481 -0.039 0.060 -0.133
C 1.33983 2.17658 -0.30825 -0.169 -0.450 -0.005
N 1.66227 3.24702 -0.06465 0.104 0.336 0.035
C -0.47089 0.58950 0.19933 -0.096 0.046 0.083
C -1.33306 -0.52856 -0.38913 -0.002 -0.112 -0.003
C -2.60749 -0.71798 0.43567 0.233 0.010 0.122
I -4.25726 -1.37693 -0.73766 -0.057 -0.041 -0.031
H 2.26125 -0.63873 -1.31511 -0.005 0.017 0.093
H 3.20141 0.15181 1.14655 -0.047 0.090 0.002
H 0.59397 0.79824 -1.65402 -0.011 0.010 0.100
H -1.05185 1.51651 0.17511 0.088 -0.055 0.018
H -0.23593 0.39210 1.25096 -0.020 0.017 -0.068
H -1.57987 -0.27548 -1.42420 0.000 0.033 0.076
H -0.78736 -1.47798 -0.40714 -0.137 0.153 -0.115
H -2.47668 -1.47826 1.20336 0.008 0.097 -0.017
H -2.91943 0.20877 0.91591 -0.062 -0.052 -0.117
```
Forces are in eV/Å.

=====

Formula: C6H18FNaO3S3
Source: the Open Molecules 2025 dataset
Level of theory: ωB97M-V/def2-TZVPD

Results
M	276.40	g/mol
strongest force on any atom	2.86	eV Å⁻¹
gap between HOMO and LUMO	5.19	eV
charge	0
ΔE to the lowest compared entry with this formula, charge and spin	4.359	eV

XYZ file:
```
32
Properties=species:S:1:pos:R:3:forces:R:3
Na -8.38126 -4.18847 27.37812 0.026 0.103 -0.925
F -8.13400 -3.11061 23.76592 -0.159 -0.244 0.912
C -11.03513 -8.63587 24.91308 -0.092 -0.288 0.711
S -9.99903 -9.34670 26.26889 -1.005 -0.100 1.636
O -9.94001 -8.46021 27.51421 -0.150 -0.211 -1.766
C -11.13478 -10.69999 26.78336 0.109 -0.454 -0.454
H -10.52351 -7.71771 24.62443 -0.283 -0.033 -0.121
H -12.07671 -8.50618 25.20699 0.180 0.481 0.388
H -11.10571 -9.33904 24.08321 0.616 -0.095 -0.011
H -11.06155 -11.46802 26.01339 0.085 -0.130 -0.009
H -12.19733 -10.50180 26.92410 0.093 0.813 -0.257
H -10.80963 -11.12216 27.73423 0.501 0.205 -0.151
C -8.97642 2.27496 21.49146 -0.181 0.189 0.167
S -9.19949 3.93761 22.21448 -0.509 0.710 -1.186
O -9.11245 4.95090 21.07024 -0.256 -1.492 1.504
C -10.98255 3.79096 22.64368 -0.664 -0.408 -0.420
H -7.94862 2.23650 21.13054 -0.133 0.060 -0.085
H -9.69343 2.09150 20.69125 0.105 0.249 -0.099
H -9.10742 1.49899 22.24565 0.037 0.150 0.209
H -11.30716 2.95553 23.26399 0.903 -0.076 0.604
H -11.59334 3.56419 21.76984 0.357 0.526 -0.596
H -11.35284 4.71149 23.09493 0.356 0.057 -0.091
C -12.10760 -4.15361 19.87117 -0.284 0.263 -0.156
S -13.88112 -4.29271 20.29147 1.412 -1.846 1.668
O -14.03536 -5.70253 20.87476 -0.070 1.762 -0.851
C -13.74361 -3.18573 21.74014 -0.646 0.254 -0.552
H -11.94842 -3.14227 19.49707 0.040 -0.018 -0.238
H -11.86507 -4.90124 19.11597 -0.094 0.128 0.019
H -11.47528 -4.27460 20.75073 -0.244 -0.246 0.063
H -14.67861 -3.39241 22.26087 0.181 0.162 0.297
H -13.75432 -2.15898 21.37439 -0.134 0.074 -0.052
H -12.85834 -3.29602 22.36642 -0.098 -0.544 -0.156
```
Forces are in eV/Å.

=====

Q: gap between HOMO and LUMO of number 1 (C60H63GeKN10O2S3Se)?
A: 4.55 eV

=====

Q: Number 4 is which compound?
A: C7H9IN2O

=====

Q: Which value of gap between HOMO and LUMO does entry 2 give?
A: 10.15 eV

=====

Q: Which value of M does entry 1 give?
A: 1243.10 g/mol